# 1
Below is 11 unconnected molecules or ions with the total composition C20H60IO20 in a non-equilibrium geometry, with properties calculated with ωB97M-V with the def2-TZVPD basis set.

XYZ file:
```
101
C20H60IO20 (ωB97M-V with the def2-TZVPD basis set)
I 0.129 0.144 0.043
C 3.974 -1.851 0.731
C 4.133 -1.141 -0.647
O 5.547 -1.135 -0.800
O 4.277 -3.265 0.617
H 2.904 -1.739 0.908
H 4.354 -1.329 1.609
H 3.678 -0.152 -0.699
H 3.770 -1.691 -1.515
H 5.926 -1.963 -0.498
H 3.427 -3.673 0.436
C -1.601 3.813 -2.799
C -0.321 3.134 -3.333
O -0.417 2.938 -4.810
O -1.515 5.193 -3.260
H -1.515 3.677 -1.721
H -2.495 3.277 -3.116
H 0.017 2.222 -2.840
H 0.441 3.911 -3.276
H -0.587 3.796 -5.207
H -2.393 5.581 -3.268
C -0.194 -2.989 3.189
C -0.768 -3.921 2.108
O -1.868 -4.591 2.586
O -0.751 -1.692 3.157
H 0.876 -2.941 2.987
H -0.134 -3.343 4.218
H -0.062 -4.699 1.817
H -1.136 -3.260 1.323
H -2.195 -4.061 3.316
H -0.352 -1.162 2.464
C -0.129 4.513 2.713
C -1.314 3.869 1.989
O -2.467 4.642 1.997
O -0.426 4.687 4.152
H 0.132 5.419 2.167
H 0.770 3.926 2.519
H -1.703 3.003 2.523
H -1.165 3.463 0.988
H -2.731 4.863 2.893
H -0.548 3.814 4.530
C 3.332 2.864 -1.503
C 2.675 3.570 -0.308
O 2.568 2.652 0.727
O 2.466 1.929 -2.112
H 4.112 2.253 -1.048
H 3.750 3.643 -2.141
H 1.719 3.994 -0.616
H 3.313 4.403 -0.012
H 1.863 2.017 0.579
H 1.957 1.414 -1.482
C -5.673 -0.492 1.922
C -4.200 -0.727 2.413
O -3.300 -1.296 1.511
O -5.610 0.267 0.790
H -6.329 0.038 2.613
H -6.161 -1.462 1.834
H -4.319 -1.499 3.174
H -3.878 0.241 2.796
H -2.514 -1.609 1.964
H -4.686 0.417 0.579
C 1.724 -0.698 -3.856
C 0.238 -0.722 -4.135
O -0.318 -1.585 -3.211
O 2.461 -1.692 -4.535
H 2.004 -0.787 -2.806
H 2.060 0.310 -4.099
H 0.016 -1.140 -5.116
H -0.179 0.280 -4.027
H -0.438 -1.066 -2.411
H 2.400 -2.504 -4.028
C 1.069 0.798 5.136
C 1.367 1.516 3.858
O 2.694 2.102 3.917
O -0.210 0.206 5.168
H 1.329 1.387 6.015
H 1.763 -0.031 5.273
H 0.563 2.210 3.612
H 1.389 0.863 2.986
H 2.906 2.300 3.002
H -0.310 -0.489 4.514
C -3.757 -0.189 -2.286
C -3.602 -1.668 -2.085
O -4.341 -2.183 -0.901
O -3.473 0.452 -1.035
H -4.800 -0.005 -2.541
H -3.138 0.234 -3.077
H -2.571 -1.934 -1.853
H -3.968 -2.249 -2.932
H -3.984 -1.732 -0.132
H -2.625 0.173 -0.681
C 1.642 -4.584 -2.683
C 1.279 -3.939 -1.295
O 1.924 -4.569 -0.243
O 2.919 -4.043 -3.053
H 0.960 -4.386 -3.510
H 1.668 -5.657 -2.495
H 0.206 -3.875 -1.117
H 1.436 -2.862 -1.353
H 1.633 -5.484 -0.260
H 3.412 -4.663 -3.596
```

Output
Energy above the lowest of the compared OMol25 structures with the same formula, charge and spin in kJ/mol: 157.7
Max |F| in eV/Å: 3.50
HOMO-LUMO gap in eV: 8.627
Multiplicity: 1
Total charge: -1
E_tot in hartree: -2600.41174
HOMO energy in hartree: -0.240

# 2
Below is a single C26H30N4O3 molecule in a non-equilibrium geometry, with properties calculated with ωB97M-V with the def2-TZVPD basis set.

XYZ file:
```
63
C26H30N4O3 (ωB97M-V with the def2-TZVPD basis set)
C -7.549 -0.094 -1.200
C -6.341 0.312 -0.442
N -6.412 0.786 0.775
O -5.149 1.057 1.184
C -4.288 0.750 0.198
C -4.987 0.263 -0.868
H -4.599 -0.067 -1.808
C -2.828 0.944 0.431
N -2.119 -0.325 0.433
C -1.449 -0.675 -0.687
O -1.412 0.059 -1.662
C -0.734 -2.012 -0.691
H -1.434 -2.799 -0.408
H -0.416 -2.196 -1.719
C 0.509 -2.065 0.250
N 1.774 -1.734 -0.364
C 2.275 -2.792 -1.208
C 2.643 -3.959 -0.294
N 1.508 -4.289 0.534
C 0.520 -3.452 0.886
O -0.372 -3.799 1.640
H 1.504 -5.189 0.995
H 3.495 -3.671 0.336
H 2.924 -4.837 -0.882
H 1.548 -3.132 -1.964
H 3.169 -2.445 -1.728
C 1.845 -0.381 -0.887
H 2.666 -0.338 -1.606
H 0.928 -0.098 -1.413
C 2.120 0.620 0.268
C 3.550 1.114 0.190
C 3.888 2.443 -0.022
C 5.218 2.825 -0.098
C 6.225 1.888 0.038
C 5.897 0.560 0.255
C 4.571 0.179 0.332
H 4.312 -0.856 0.505
H 6.677 -0.179 0.368
H 7.261 2.189 -0.021
H 5.464 3.864 -0.263
H 3.114 3.188 -0.125
C 1.106 1.731 0.313
C 0.759 2.438 -0.833
C -0.168 3.463 -0.774
C -0.756 3.803 0.432
C -0.414 3.109 1.580
C 0.508 2.078 1.517
H 0.771 1.540 2.417
H -0.865 3.371 2.526
H -1.479 4.605 0.478
H -0.430 4.000 -1.674
H 1.219 2.189 -1.777
H 2.045 0.053 1.203
H 0.345 -1.352 1.066
C -2.333 -1.125 1.616
H -1.823 -2.082 1.574
H -3.403 -1.307 1.749
H -1.973 -0.578 2.491
H -2.402 1.549 -0.374
H -2.680 1.445 1.390
H -7.625 0.488 -2.117
H -7.485 -1.146 -1.471
H -8.433 0.071 -0.593
```

Output
Energy above the lowest of the compared OMol25 structures with the same formula, charge and spin in kJ/mol: 288.1
SMILES string: Cc1cc(CN(C)C(=O)C[C@H]2C(=O)NCCN2CC(c2ccccc2)c2ccccc2)on1
Max |F| in eV/Å: 1.24
HOMO-LUMO gap in eV: 9.346
Multiplicity: 1
E_tot in hartree: -1453.49927
HOMO energy in hartree: -0.321

# 3
Below is 12 unconnected molecules or ions with the total composition C34H98Br4O40P10 in a non-equilibrium geometry, with properties calculated with ωB97M-V with the def2-TZVPD basis set.

XYZ file:
```
186
C34H98Br4O40P10 (ωB97M-V with the def2-TZVPD basis set)
C -2.114 6.948 -4.975
O -2.166 7.126 -3.564
P -1.919 5.865 -2.554
O -0.686 5.054 -2.794
O -2.083 6.581 -1.149
C -3.140 7.542 -0.848
O -3.366 5.019 -2.694
C -3.638 4.168 -3.844
H -3.058 7.270 -5.416
H -2.071 5.902 -5.277
H -1.319 7.476 -5.501
H -3.828 7.627 -1.689
H -2.741 8.529 -0.616
H -3.737 7.173 -0.013
H -2.833 4.000 -4.559
H -4.446 4.553 -4.467
H -3.933 3.196 -3.448
C 1.049 -1.389 4.760
O 1.664 -1.388 6.024
P 1.275 -2.494 7.105
O 0.882 -3.874 6.669
O 0.038 -1.747 7.841
C 0.139 -0.462 8.493
O 2.542 -2.320 8.145
C 2.389 -2.811 9.494
H 0.972 -2.424 4.428
H 1.557 -0.861 3.954
H 0.056 -0.945 4.692
H -0.666 0.252 8.321
H 1.005 0.113 8.164
H 0.209 -0.590 9.574
H 1.952 -2.126 10.221
H 3.335 -3.128 9.934
H 1.674 -3.628 9.401
C 3.010 -1.783 -3.743
O 4.359 -1.162 -3.943
P 4.375 0.379 -4.574
O 5.734 0.887 -4.973
O 3.595 1.334 -3.576
C 3.881 1.173 -2.198
O 3.333 0.334 -5.826
C 3.460 -0.781 -6.771
H 2.690 -1.744 -2.702
H 3.068 -2.822 -4.065
H 2.218 -1.349 -4.353
H 2.988 1.313 -1.590
H 4.628 1.908 -1.899
H 4.362 0.238 -1.911
H 2.455 -1.195 -6.858
H 4.164 -1.545 -6.442
H 3.745 -0.349 -7.731
C -5.296 -2.893 -0.929
O -5.290 -2.886 -2.319
P -3.948 -2.449 -3.071
O -4.183 -2.321 -4.534
O -3.587 -1.058 -2.367
C -4.489 0.031 -2.283
O -2.851 -3.584 -2.623
C -1.466 -3.445 -2.965
H -5.296 -3.889 -0.486
H -6.239 -2.454 -0.605
H -4.488 -2.406 -0.383
H -4.282 0.693 -3.124
H -4.357 0.588 -1.356
H -5.519 -0.304 -2.401
H -1.284 -2.398 -3.205
H -1.125 -4.024 -3.823
H -0.953 -3.752 -2.054
C 0.977 3.160 4.831
O 0.094 3.934 4.067
P 0.673 5.272 3.390
O 1.301 6.220 4.389
O 1.677 4.884 2.206
C 1.269 3.931 1.247
O -0.635 5.925 2.605
C -0.598 7.325 2.145
H 0.929 2.104 4.566
H 0.666 3.136 5.875
H 2.045 3.374 4.850
H 1.512 2.904 1.520
H 1.548 4.168 0.220
H 0.190 3.912 1.099
H -1.486 7.848 2.502
H -0.590 7.268 1.057
H 0.268 7.907 2.461
C -7.690 -0.503 1.306
O -7.328 -0.821 2.597
P -5.944 -0.262 3.303
O -4.856 -0.074 2.304
O -6.361 1.118 4.015
C -7.364 1.065 5.054
O -5.632 -1.334 4.522
C -4.660 -1.018 5.495
H -7.552 -1.310 0.586
H -7.198 0.393 0.927
H -8.750 -0.265 1.391
H -7.129 1.755 5.864
H -7.451 0.078 5.508
H -8.362 1.149 4.625
H -4.649 0.069 5.578
H -3.734 -1.576 5.359
H -5.037 -1.216 6.499
C -2.105 -1.920 0.621
O -0.899 -1.140 0.763
P -0.101 -0.524 -0.517
O 0.351 -1.590 -1.497
O -1.125 0.629 -1.136
C -0.748 1.247 -2.350
O 1.041 0.351 0.222
C 2.030 -0.362 1.012
H -3.069 -1.552 0.973
H -1.804 -2.807 1.178
H -2.299 -2.363 -0.356
H 0.250 1.011 -2.719
H -0.739 2.305 -2.084
H -1.479 0.948 -3.100
H 1.982 -1.451 1.009
H 1.854 -0.039 2.038
H 3.067 -0.092 0.817
C 0.996 1.278 -8.805
O -0.238 1.811 -8.336
P -0.870 1.310 -6.902
O -2.205 1.823 -6.523
O -0.844 -0.343 -6.942
C -1.278 -1.027 -5.776
O 0.332 1.558 -5.803
C 0.735 2.880 -5.589
H 0.946 0.192 -8.873
H 1.762 1.506 -8.064
H 1.137 1.675 -9.811
H -0.410 -1.602 -5.451
H -2.172 -1.615 -5.981
H -1.657 -0.243 -5.120
H 1.336 3.159 -6.455
H 1.335 2.945 -4.681
H -0.034 3.652 -5.590
C 2.944 -4.141 -0.746
O 3.214 -5.526 -1.031
P 2.978 -6.145 -2.504
O 3.375 -5.320 -3.632
O 3.753 -7.550 -2.404
C 5.119 -7.708 -2.526
O 1.426 -6.627 -2.540
C 0.741 -7.052 -3.689
H 2.395 -3.643 -1.545
H 3.891 -3.603 -0.737
H 2.524 -3.957 0.243
H 5.397 -6.908 -3.212
H 5.344 -8.698 -2.921
H 5.551 -7.563 -1.535
H 0.292 -8.037 -3.561
H 1.460 -7.071 -4.509
H -0.011 -6.329 -4.006
C 5.131 -1.721 2.969
O 5.391 -0.764 1.995
P 5.231 0.807 2.333
O 3.980 1.172 3.098
O 5.484 1.443 0.811
C 6.661 1.099 0.113
O 6.624 1.178 3.006
C 7.044 2.567 2.985
H 4.760 -1.314 3.910
H 5.955 -2.432 3.023
H 4.215 -2.186 2.602
H 7.437 0.557 0.654
H 7.116 1.988 -0.323
H 6.287 0.427 -0.659
H 6.225 3.269 3.136
H 7.662 2.838 2.128
H 7.691 2.817 3.825
Br 0.048 -4.959 1.555
C 0.205 -5.098 3.528
C 0.195 -6.570 3.878
Br 0.030 -6.926 5.810
H -0.544 -4.507 4.055
H 1.185 -4.706 3.800
H 1.098 -7.087 3.554
H -0.732 -6.939 3.438
Br -3.104 2.929 0.388
C -2.402 1.759 1.748
C -2.662 2.344 3.157
Br -2.059 1.173 4.681
H -1.375 1.527 1.464
H -2.890 0.831 1.451
H -3.746 2.439 3.212
H -2.157 3.303 3.267
```

Output
Energy above the lowest of the compared OMol25 structures with the same formula, charge and spin in kJ/mol: 356.3
SMILES string: COP(=O)(OC)OC.COP(=O)(OC)OC.COP(=O)(OC)OC.COP(=O)(OC)OC.COP(=O)(OC)OC.COP(=O)(OC)OC.COP(=O)(OC)OC.COP(=O)(OC)OC.COP(=O)(OC)OC.COP(=O)(OC)OC.BrCCBr.BrCCBr
Max |F| in eV/Å: 4.32
HOMO-LUMO gap in eV: 10.208
Multiplicity: 1
E_tot in hartree: -18074.23142
HOMO energy in hartree: -0.364

# 4
Below is a single C5H11N molecule in a non-equilibrium geometry, with properties calculated with ωB97M-V with the def2-TZVPD basis set.

XYZ file:
```
17
C5H11N (ωB97M-V with the def2-TZVPD basis set)
C 2.014 -0.901 -0.145
C 1.058 0.101 -0.636
C 0.218 0.386 0.917
C -0.781 1.441 0.823
N -0.841 0.622 -0.323
C -1.866 -0.368 -0.386
H 2.534 -0.495 0.708
H 1.468 -1.778 0.200
H 2.697 -1.173 -0.943
H 1.502 1.059 -0.860
H 0.708 -0.288 -1.623
H -0.151 -0.496 1.477
H -0.483 2.463 0.637
H -1.655 1.311 1.449
H -1.530 -1.198 -1.008
H -2.724 0.086 -0.877
H -2.167 -0.773 0.591
```

Output
Energy above the lowest of the compared OMol25 structures with the same formula, charge and spin in kJ/mol: 491.7
SMILES string: CC[C@H]1CN1C
Max |F| in eV/Å: 3.56
HOMO-LUMO gap in eV: 9.180
Multiplicity: 1
E_tot in hartree: -251.67524
HOMO energy in hartree: -0.296

# 5
Below is a molecular structure, C22H34N2O2S2Sr, with properties calculated with ωB97M-V with the def2-TZVPD basis set.

XYZ file:
```
63
C22H34N2O2S2Sr (ωB97M-V with the def2-TZVPD basis set)
Sr 0.032 0.578 -1.900
O -2.071 1.257 -1.207
S -3.243 1.741 -0.355
C -2.670 3.288 0.408
C -1.179 3.412 0.670
C -0.623 2.595 1.832
C 0.871 2.851 2.018
S 1.991 1.696 1.170
O 1.217 1.262 -0.080
C 1.973 0.314 2.272
C 0.926 -0.597 2.335
C 0.993 -1.627 3.257
C 2.090 -1.740 4.104
C 3.132 -0.831 4.028
C 3.083 0.202 3.102
C -3.281 0.645 1.054
C -4.106 0.969 2.124
C -4.189 0.102 3.201
C -3.469 -1.087 3.200
C -2.669 -1.412 2.115
C -2.575 -0.547 1.033
H -3.266 3.402 1.318
H -2.999 4.064 -0.285
H -0.998 4.473 0.866
H -0.632 3.193 -0.251
H -0.821 1.528 1.706
H -1.132 2.880 2.756
H 1.180 2.801 3.064
H 1.152 3.841 1.652
H 0.066 -0.508 1.681
H 0.184 -2.343 3.322
H 2.133 -2.547 4.823
H 3.989 -0.924 4.680
H 3.902 0.905 3.022
H -4.691 1.881 2.128
H -4.823 0.351 4.040
H -3.547 -1.764 4.039
H -2.129 -2.350 2.099
H -1.969 -0.813 0.175
C 3.027 0.901 -3.376
N 1.883 0.044 -3.725
C 1.622 0.146 -5.168
C 2.194 -1.345 -3.336
C 0.995 -2.279 -3.347
N 0.050 -2.046 -2.236
C -1.275 -2.580 -2.581
C 0.533 -2.674 -0.999
H 3.949 0.556 -3.858
H 3.184 0.886 -2.295
H 2.839 1.926 -3.695
H 2.481 -0.203 -5.753
H 1.427 1.185 -5.430
H 0.751 -0.443 -5.450
H 2.643 -1.320 -2.338
H 2.967 -1.750 -4.002
H 1.351 -3.317 -3.326
H 0.446 -2.171 -4.284
H -1.236 -3.651 -2.808
H -1.675 -2.062 -3.454
H -1.963 -2.436 -1.746
H 0.614 -3.762 -1.104
H -0.155 -2.459 -0.180
H 1.515 -2.286 -0.723
```

Output
Max |F| in eV/Å: 0.49
HOMO-LUMO gap in eV: 9.530
Multiplicity: 1
Total charge: +2
E_tot in hartree: -1945.34761
HOMO energy in hartree: -0.543

# 6
Below is a molecular structure, C19H13N4O9SW, with properties calculated with ωB97M-V with the def2-TZVPD basis set.

XYZ file:
```
47
C19H13N4O9SW (ωB97M-V with the def2-TZVPD basis set)
W -0.061 0.022 -1.561
C 1.097 -2.628 7.766
C 0.636 -2.506 6.341
C 0.890 -3.523 5.423
C 0.430 -3.492 4.072
C -0.186 -2.331 3.990
C -0.599 -1.238 4.602
C -0.088 -1.389 5.924
S 0.703 -1.808 -0.003
O 0.797 -1.772 -1.616
O -0.762 -1.559 0.138
N 1.053 -0.106 0.180
C 2.284 0.308 -0.383
C 3.550 0.127 0.104
C 4.571 0.605 -0.714
C 4.263 1.201 -1.938
C 2.953 1.320 -2.347
N 1.955 0.881 -1.547
H 1.973 -3.267 7.845
H 0.304 -3.068 8.374
H 1.340 -1.654 8.187
H 1.437 -4.417 5.700
H 0.570 -4.304 3.375
H -1.174 -0.389 4.270
H -0.306 -0.568 6.599
H 3.730 -0.348 1.058
H 5.605 0.516 -0.407
H 5.048 1.576 -2.580
H 2.703 1.788 -3.284
O 1.135 1.894 -4.764
C 0.163 1.668 -4.204
O 0.074 0.235 -3.335
C -1.163 2.234 -3.934
C -2.075 2.552 -4.942
C -3.429 2.498 -4.643
C -3.910 1.915 -3.485
C -2.966 1.606 -2.512
C -1.637 1.967 -2.656
O -0.797 1.775 -1.617
N -3.161 0.491 -1.616
O -2.138 -0.335 -1.512
O -4.185 0.200 -1.134
N -4.406 2.869 -5.706
O -3.939 3.402 -6.680
O -5.560 2.615 -5.470
H -1.765 2.789 -5.954
H -4.959 1.649 -3.403
```

Output
Energy above the lowest of the compared OMol25 structures with the same formula, charge and spin in kJ/mol: 331.1
Max |F| in eV/Å: 0.92
HOMO-LUMO gap in eV: 6.040
Multiplicity: 1
Total charge: +3
E_tot in hartree: -2091.89267
HOMO energy in hartree: -0.672

# 7
Below is a single C3H8NP molecule in a non-equilibrium geometry, with properties calculated with ωB97M-V with the def2-TZVPD basis set.

XYZ file:
```
13
C3H8NP (ωB97M-V with the def2-TZVPD basis set)
C -0.295 0.272 0.289
C -0.971 1.656 0.210
C 1.877 -0.681 0.213
N 1.068 0.534 0.054
P -1.037 -1.380 0.175
H -1.867 1.611 0.809
H -0.357 2.291 0.681
H -1.182 1.780 -0.819
H 2.597 -0.614 1.008
H 2.597 -0.986 -0.668
H 1.383 -1.675 0.313
H -0.580 -1.630 -1.112
H -2.145 -0.990 -0.582
```

Output
Energy above the lowest of the compared OMol25 structures with the same formula, charge and spin in kJ/mol: 187.1
SMILES string: C/N=C(/C)P
Max |F| in eV/Å: 7.51
HOMO-LUMO gap in eV: 9.788
Multiplicity: 1
E_tot in hartree: -515.10909
HOMO energy in hartree: -0.337